# 1
{
  "formula": "C4H7NO2",
  "method": "the ωB97M-V functional and the def2-TZVPD basis",
  "elements": ["H", "N", "C", "C", "O", "C", "C", "O", "H", "H", "H", "H", "H", "H"],
  "xyz": [[-1.68037, 1.88238, 1.07603], [-0.76352, 1.49579, 1.28126], [-0.57372, 0.47420, 0.56524], [-1.48652, 0.00628, -0.56761], [0.28616, -0.46390, 1.13805], [1.61746, -0.75400, 0.57773], [1.45212, -0.24423, -0.81669], [1.05444, 0.88726, -0.97122], [-2.42505, -0.27454, -0.08198], [-1.70920, 0.78564, -1.30992], [-1.11442, -0.86951, -1.10685], [2.30356, -0.17591, 1.20025], [1.93692, -1.81944, 0.59270], [1.46500, -0.96023, -1.65644]],
  "atomic_forces_ev_per_a": [[0.210, 0.590, -0.479], [-0.382, -0.607, 0.163], [-0.770, -0.138, 1.123], [-0.021, -0.108, 0.192], [0.796, -1.017, -0.366], [-0.746, 0.367, 0.352], [-0.126, 0.611, -0.445], [1.076, -0.261, -0.860], [-0.016, -0.092, -0.147], [0.275, -0.086, 0.421], [0.033, 0.121, 0.219], [0.207, 0.046, -0.376], [-0.879, 0.537, 0.266], [0.343, 0.037, -0.064]],
  "mulliken_charge": [0.252, -0.666, 0.677, -1.062, -0.388, -0.170, -0.063, -0.427, 0.360, 0.318, 0.332, 0.238, 0.238, 0.360],
  "orbital_gap_ha": 0.368,
  "e_homo_ev": -9.820,
  "smiles": "[H]/N=C(\\C)OCC=O",
  "multiplicity": 1,
  "charge": 0,
  "relative_energy_kcal_mol": 68.8,
  "molar_mass_da": 101.105,
  "max_force_ev_per_a": 1.4
}

=====

# 2
{
  "formula": "C4H7NO2",
  "method": "the ωB97M-V functional and the def2-TZVPD basis",
  "elements": ["C", "C", "O", "N", "C", "C", "O", "H", "H", "H", "H", "H", "H", "H"],
  "xyz": [[1.54497, -1.03205, 0.63156], [1.90572, 0.14151, 0.11153], [1.08125, 1.22917, 0.23278], [0.02844, 1.23386, -0.92093], [-0.69167, 0.02823, -0.70579], [-1.93905, 0.04830, 0.14218], [-0.18446, -1.00564, -1.07924], [0.67515, -1.11977, 1.27726], [2.06880, -1.94976, 0.38696], [2.76409, 0.25785, -0.54890], [-0.54268, 2.02752, -0.62517], [-1.65977, 0.30558, 1.17317], [-2.66960, 0.78446, -0.20500], [-2.38120, -0.94926, 0.12960]],
  "atomic_forces_ev_per_a": [[0.426, 0.244, 0.274], [-0.137, -0.514, -0.157], [-0.592, -0.013, -0.425], [0.414, 0.091, 0.620], [0.082, -0.545, 0.045], [-0.076, -0.014, -0.048], [-0.741, 0.339, -0.424], [0.146, 0.043, -0.173], [0.249, 0.228, 0.275], [-0.167, 0.059, 0.058], [0.313, -0.078, 0.124], [-0.011, 0.021, -0.200], [0.092, -0.040, 0.028], [0.003, 0.179, 0.005]],
  "mulliken_charge": [-0.595, -0.018, -0.294, -0.343, 0.725, -1.146, -0.440, 0.240, 0.261, 0.335, 0.287, 0.259, 0.401, 0.330],
  "orbital_gap_ha": 0.367,
  "e_homo_ev": -9.397,
  "smiles": "C=CONC(C)=O",
  "multiplicity": 1,
  "charge": 0,
  "relative_energy_kcal_mol": 94.2,
  "molar_mass_da": 101.105,
  "max_force_ev_per_a": 0.9
}

=====

# 3
{
  "formula": "C4H7NO2",
  "method": "the ωB97M-V functional and the def2-TZVPD basis",
  "elements": ["C", "C", "O", "C", "N", "C", "O", "H", "H", "H", "H", "H", "H", "H"],
  "xyz": [[-1.12023, 1.34867, -0.00636], [-0.29502, 0.12397, 0.25502], [-0.74093, -0.44609, 1.43985], [-0.02226, -0.94090, -0.80671], [1.35084, -1.38002, -0.50018], [1.87155, -0.37978, 0.08619], [1.08910, 0.67026, 0.38420], [-2.18051, 1.11414, -0.10813], [-0.73464, 1.85158, -0.89347], [-0.97489, 1.99828, 0.86173], [-0.41806, -1.35710, 1.49903], [-0.03304, -0.49133, -1.80672], [-0.72160, -1.78308, -0.79978], [2.90954, -0.30827, 0.40019]],
  "atomic_forces_ev_per_a": [[-0.061, 0.046, -0.104], [0.156, 0.253, -0.280], [0.290, -0.093, 0.146], [-0.164, 0.006, -0.126], [0.324, 0.278, -0.200], [0.046, -0.489, -0.002], [-0.287, -0.378, 0.577], [0.120, -0.010, -0.052], [-0.195, 0.033, 0.042], [-0.157, 0.000, -0.175], [0.027, 0.219, 0.046], [-0.015, -0.104, 0.072], [0.048, 0.248, 0.143], [-0.132, -0.009, -0.087]],
  "mulliken_charge": [-1.476, 1.134, -0.566, -0.752, -0.484, 0.029, -0.389, 0.356, 0.335, 0.361, 0.377, 0.317, 0.350, 0.407],
  "orbital_gap_ha": 0.399,
  "e_homo_ev": -9.996,
  "smiles": "C[C@@]1(O)CN=CO1",
  "multiplicity": 1,
  "charge": 0,
  "relative_energy_kcal_mol": 24.4,
  "molar_mass_da": 101.105,
  "max_force_ev_per_a": 0.7
}